1.
The following is a quantum chemistry calculation of one molecule with the formula C8H16O3Si, from the Open Molecules 2025 dataset.

The geometry in XYZ format:
```
28
C8H16O3Si, DFT ωB97M-V/def2-TZVPD
C 1.09728 1.10410 1.48038
Si 1.79530 0.41531 -0.23552
C 1.58753 1.56418 -1.77468
C 3.62185 0.04325 -0.16661
C 0.87669 -1.22590 -0.76519
O 1.16269 -1.68887 -1.81772
C 0.02206 -1.78061 0.24418
O 0.85231 -2.38159 0.90860
C -1.47082 -1.69837 0.59849
C -2.01048 -0.32701 0.15046
C -3.57619 -0.26908 0.25551
O -4.07102 0.97761 -0.15564
H 0.95138 2.25278 1.20027
H -0.03387 0.87357 1.54820
H 1.55072 1.08742 2.46037
H 1.01334 1.07549 -2.52591
H 1.12718 2.51036 -1.55818
H 2.65776 1.58765 -2.15464
H 3.98889 -0.27794 -1.14457
H 4.28558 0.81706 0.08304
H 3.83680 -0.72066 0.50719
H -2.02298 -2.45813 0.01558
H -1.68747 -2.08407 1.54813
H -1.71100 0.45701 0.86517
H -1.83265 -0.22736 -0.94897
H -4.19636 -1.02326 -0.40430
H -3.76260 -0.30466 1.30600
H -4.05193 1.70173 0.48035
```

energy above the lowest of the compared OMol25 structures with the same formula, charge and spin	367.8	kJ/mol
HOMO level	-8.720	eV
HOMO-LUMO gap	9.27	eV

Table of Löwdin atomic charges, one value per atom, all in e: C -0.164; Si 0.667; C -0.156; C -0.174; C -0.444; O 0.084; C -0.355; O 0.115; C -0.090; C -0.164; C -0.277; O -0.086; H 0.057; H 0.008; H 0.009; H 0.006; H 0.011; H 0.051; H 0.047; H 0.016; H 0.010; H 0.136; H 0.105; H 0.095; H 0.141; H 0.163; H 0.101; H 0.091



2.
The following is a quantum chemistry calculation of an isolated ion of composition C6H13N2 and charge +1, from the Open Molecules 2025 dataset.

The geometry in XYZ format:
```
21
C6H13N2, DFT ωB97M-V/def2-TZVPD
C -0.17588 -1.79971 0.28210
C -1.19154 -0.67695 0.77140
C 1.16490 -1.18724 -0.13801
C 0.06613 1.02640 -0.05925
C 1.27721 0.20510 0.38631
C -2.24855 0.77802 -0.84018
N -1.16466 0.52892 0.05637
N 2.52747 0.89616 -0.01865
H -0.19970 -2.42409 1.20529
H -0.44638 -2.44520 -0.47004
H -2.13569 -1.07989 0.89034
H -0.70085 -0.47402 1.78671
H 1.35469 -1.14893 -1.17065
H 0.03594 1.75441 -0.82398
H 1.13609 0.25726 1.43148
H -2.09595 1.57679 -1.52656
H -2.59099 -0.15306 -1.13766
H -2.98827 1.13893 -0.25704
H 2.86654 1.55087 0.77904
H 2.29809 1.48583 -0.85874
H 3.21138 0.19043 -0.28829
```

total charge	+1
energy above the lowest of the compared OMol25 structures with the same formula, charge and spin	460.0	kJ/mol
HOMO level (spin up / spin down)	-10.473 / -11.255	eV
HOMO-LUMO gap (spin up / spin down)	6.51 / 7.74	eV

Table of Löwdin atomic charges, one value per atom, all in e: C -0.133; C -0.140; C -0.048; C 0.034; C -0.398; C 0.021; N -0.162; N 0.213; H 0.127; H 0.073; H 0.112; H 0.154; H 0.057; H 0.113; H 0.128; H 0.108; H 0.096; H 0.074; H 0.225; H 0.182; H 0.165